[1]
{"formula": "C25H14BeCl2IN3O4S", "method": "ωB97M-V/def2-TZVPD", "species": ["Be", "O", "N", "O", "C", "C", "C", "C", "C", "C", "N", "C", "C", "N", "C", "C", "C", "C", "H", "H", "H", "H", "H", "H", "H", "Cl", "C", "C", "C", "C", "C", "Cl", "C", "S", "H", "H", "H", "I", "C", "C", "C", "C", "C", "C", "C", "O", "O", "H", "H", "H", "H"], "positions_angstrom": [[-0.378, 0.802, 0.397], [-5.527, 1.083, -3.319], [-5.648, 1.914, -2.452], [-6.670, 2.482, -2.157], [-4.413, 2.163, -1.557], [-4.667, 2.329, 1.128], [-3.607, 2.142, 1.915], [-3.365, 2.381, 3.328], [-2.387, 1.678, 3.918], [-1.501, 0.784, 3.159], [-1.549, 0.662, 1.889], [-2.494, 1.503, 1.170], [-2.508, 0.837, -1.206], [-1.216, 0.496, -1.276], [-0.599, 0.717, -2.434], [-1.239, 1.332, -3.508], [-2.526, 1.819, -3.354], [-3.170, 1.559, -2.151], [-5.571, 2.867, 1.383], [-4.013, 3.035, 3.899], [-2.206, 1.769, 4.981], [-0.711, 0.250, 3.678], [0.451, 0.453, -2.472], [-0.693, 1.491, -4.427], [-2.998, 2.403, -4.133], [-2.035, -1.820, 0.531], [-3.438, -0.787, 0.412], [-4.625, -1.373, 0.502], [-5.867, -0.643, 0.265], [-5.862, 0.638, -0.073], [-4.596, 1.465, -0.128], [-4.244, 3.922, -1.471], [-3.243, 0.681, 0.069], [-1.290, 2.770, 0.559], [-4.670, -2.433, 0.709], [-6.804, -1.176, 0.362], [-6.789, 1.172, -0.226], [1.842, -2.018, 6.983], [1.973, -1.373, 5.004], [1.126, -1.923, 4.050], [1.192, -1.462, 2.742], [2.118, -0.489, 2.383], [2.978, 0.027, 3.341], [2.900, -0.400, 4.661], [2.182, 0.018, 0.965], [3.232, 0.149, 0.384], [1.014, 0.289, 0.454], [0.416, -2.693, 4.323], [0.515, -1.862, 1.995], [3.714, 0.767, 3.049], [3.560, 0.017, 5.409]], "forces_ev_per_angstrom": [[0.1, 0.2, 0.2], [0.1, 0.0, -0.2], [-0.1, -0.4, 0.5], [0.0, 0.3, -0.1], [0.0, 0.1, -0.1], [-0.1, 0.0, -0.1], [0.1, 0.1, 0.3], [-0.1, 0.0, -0.2], [0.2, -0.2, 0.0], [-0.1, 0.2, 0.3], [-0.1, 0.3, -0.3], [0.2, 0.0, 0.0], [0.3, -0.1, 0.0], [-0.1, 0.0, 0.2], [0.1, 0.0, 0.0], [0.0, 0.0, 0.0], [0.1, 0.0, 0.0], [-0.2, 0.1, -0.2], [0.0, 0.0, 0.0], [0.0, 0.0, 0.0], [0.0, 0.0, 0.0], [0.0, 0.0, 0.0], [0.0, 0.0, 0.0], [0.0, 0.0, 0.0], [0.0, 0.0, 0.0], [-0.1, -0.1, -0.1], [0.1, 0.0, 0.0], [-0.2, 0.0, 0.0], [0.1, -0.1, 0.1], [0.1, 0.1, 0.0], [0.0, 0.0, -0.1], [0.0, 0.0, 0.1], [-0.1, 0.0, 0.0], [-0.1, -0.4, 0.0], [0.0, 0.0, 0.0], [0.0, 0.0, 0.0], [0.0, 0.0, 0.0], [0.0, 0.0, 0.0], [0.0, 0.0, 0.0], [0.0, 0.1, 0.0], [-0.1, 0.0, 0.1], [0.0, 0.0, 0.0], [0.1, 0.0, 0.1], [0.0, 0.0, -0.1], [-0.1, 0.0, 0.3], [0.0, 0.1, 0.0], [0.0, -0.1, -0.5], [0.0, 0.0, 0.0], [0.0, 0.0, 0.0], [0.0, 0.0, 0.0], [0.0, 0.0, 0.0]], "total_charge": 0, "gap_ev": 7.536, "e_homo_ev": -8.452, "e_lumo_ev": -0.9}

---

[2]
{"formula": "C18H20MnN4OS6", "method": "ωB97M-V/def2-TZVPD", "species": ["Mn", "S", "S", "S", "S", "S", "C", "C", "C", "C", "N", "C", "C", "C", "S", "C", "N", "H", "H", "C", "C", "C", "O", "C", "H", "H", "H", "H", "H", "H", "H", "H", "N", "C", "N", "C", "C", "C", "C", "C", "H", "H", "H", "H", "H", "H", "H", "H", "H", "H"], "positions_angstrom": [[-0.317, 1.046, 0.768], [0.405, 2.581, 2.420], [2.133, 3.439, 2.012], [3.341, -0.233, 1.927], [1.788, -0.973, 3.003], [-2.448, 1.846, 1.216], [-3.452, 0.896, 0.138], [-4.825, 0.778, 0.389], [-5.676, 0.045, -0.432], [-7.095, -0.061, -0.099], [-8.209, -0.142, 0.173], [-5.152, -0.588, -1.555], [-3.799, -0.475, -1.827], [-2.917, 0.253, -1.007], [-1.227, 0.377, -1.402], [-6.012, -1.360, -2.452], [-6.678, -1.959, -3.169], [-5.236, 1.272, 1.263], [-3.399, -0.973, -2.704], [-2.169, -2.685, 2.783], [-1.924, -3.131, 1.327], [-0.765, -2.244, 0.915], [-1.116, -0.989, 1.510], [-1.632, -1.238, 2.828], [-1.606, -3.314, 3.474], [-3.224, -2.734, 3.060], [-2.794, -2.902, 0.704], [-1.693, -4.195, 1.234], [-0.662, -2.087, -0.150], [0.183, -2.584, 1.335], [-2.395, -0.492, 3.016], [-0.834, -1.120, 3.550], [1.389, 0.724, 0.257], [2.618, 0.623, 0.493], [3.586, 1.102, -0.420], [4.875, 1.639, -0.026], [5.954, 1.143, -0.988], [5.582, 1.522, -2.431], [4.165, 1.046, -2.779], [3.160, 1.537, -1.738], [5.082, 1.372, 1.003], [4.834, 2.741, -0.078], [6.020, 0.054, -0.893], [6.929, 1.570, -0.718], [6.310, 1.111, -3.141], [5.620, 2.617, -2.527], [4.137, -0.048, -2.787], [3.877, 1.398, -3.779], [2.162, 1.155, -1.916], [3.106, 2.640, -1.780]], "forces_ev_per_angstrom": [[0.1, -0.5, -0.2], [0.0, 0.2, 0.3], [-0.1, 0.0, 0.0], [0.1, 0.3, -0.3], [0.0, 0.1, 0.1], [-0.5, 0.2, 0.0], [-0.2, -0.1, 0.1], [0.1, 0.1, 0.1], [-1.0, 0.2, 0.6], [1.1, 0.1, -0.2], [-0.2, 0.0, 0.1], [-0.4, -0.6, -0.8], [0.4, 0.1, 0.0], [-0.2, -0.1, -0.2], [-0.1, 0.0, 0.1], [0.8, 0.7, 0.8], [-0.3, -0.3, -0.3], [0.0, 0.0, 0.0], [0.0, 0.0, 0.1], [0.0, 0.0, -0.1], [-0.1, 0.0, 0.1], [0.0, 0.1, 0.3], [0.0, 0.1, 0.0], [0.0, -0.3, -0.5], [0.0, 0.0, 0.0], [0.0, 0.0, 0.0], [0.0, 0.0, 0.0], [0.0, 0.1, 0.0], [0.0, 0.1, -0.2], [0.1, 0.0, 0.0], [-0.2, 0.1, 0.0], [0.3, 0.0, 0.2], [0.7, 0.0, -0.5], [-0.2, 0.0, 0.1], [0.0, -0.3, 0.0], [-0.3, -0.1, -0.3], [0.0, 0.0, -0.1], [0.0, -0.1, 0.1], [0.1, 0.1, 0.1], [0.2, 0.1, 0.3], [0.1, -0.1, 0.1], [0.0, 0.0, 0.1], [0.0, 0.1, 0.0], [-0.1, 0.0, 0.0], [0.0, 0.0, 0.1], [0.0, -0.1, 0.0], [0.0, 0.0, 0.0], [0.0, 0.0, 0.1], [-0.1, -0.1, 0.0], [-0.1, 0.0, 0.0]], "total_charge": -2, "relative_energy_kj_mol": 170.6, "gap_ev": [5.545, 5.232], "e_homo_ev": [-0.923, -0.907], "e_lumo_ev": [4.6, 4.3], "multiplicity": 6}

---

[3]
{"formula": "C44H48FN3O22S", "method": "ωB97M-V/def2-TZVPD", "species": ["C", "C", "C", "C", "C", "C", "F", "C", "C", "O", "C", "C", "O", "C", "N", "C", "O", "C", "C", "C", "O", "C", "C", "C", "C", "N", "C", "S", "C", "N", "C", "C", "C", "O", "C", "C", "C", "C", "O", "C", "O", "H", "H", "H", "H", "H", "H", "H", "H", "H", "H", "H", "H", "H", "H", "H", "H", "H", "H", "H", "H", "H", "H", "H", "H", "H", "H", "H", "H", "C", "C", "O", "C", "O", "O", "H", "H", "H", "H", "C", "C", "O", "C", "O", "O", "H", "H", "H", "H", "C", "C", "O", "C", "O", "O", "H", "H", "H", "H", "C", "C", "O", "C", "O", "O", "H", "H", "H", "H", "C", "C", "O", "C", "O", "O", "H", "H", "H", "H"], "positions_angstrom": [[4.122, -2.152, -0.986], [3.563, -0.670, -0.772], [3.741, -0.133, 0.685], [4.914, 0.690, 1.146], [5.994, 1.002, 0.022], [5.473, 2.326, -0.716], [6.437, 3.393, -0.637], [5.072, 1.185, 2.537], [6.357, 2.027, 2.905], [6.088, 3.072, 3.879], [5.246, 4.055, 3.287], [5.764, 5.065, 2.188], [4.102, 4.105, 3.658], [4.015, 0.903, 3.541], [4.061, 1.352, 4.951], [4.661, 0.421, 5.541], [5.143, -0.522, 6.020], [2.828, 0.122, 3.123], [2.700, -0.399, 1.719], [1.391, -1.213, 1.370], [1.423, -2.221, 0.699], [0.077, -0.607, 1.998], [0.207, -0.084, 3.404], [-0.963, 0.532, 4.052], [-2.273, 0.647, 3.325], [-3.446, 1.282, 3.904], [-3.395, 1.388, 5.140], [-3.228, 1.930, 6.655], [-2.396, 0.109, 1.932], [-3.613, 0.188, 1.126], [-4.761, -0.533, 1.738], [-3.882, 1.598, 0.927], [-2.737, 2.682, 0.714], [-5.031, 2.014, 0.878], [-1.200, -0.528, 1.269], [-1.331, -1.094, -0.188], [-0.935, 0.029, -1.261], [-2.225, 0.414, -2.110], [0.173, -0.420, -2.057], [1.622, -0.200, 4.088], [1.768, -0.483, 5.262], [4.204, -2.647, 0.020], [5.141, -2.074, -1.470], [3.427, -2.707, -1.685], [4.043, -0.003, -1.552], [2.449, -0.714, -0.982], [6.058, 0.168, -0.732], [6.997, 1.264, 0.469], [5.150, 2.143, -1.779], [4.563, 2.717, -0.161], [7.131, 1.293, 3.281], [6.713, 2.566, 1.975], [4.921, 5.389, 1.509], [6.165, 6.016, 2.652], [6.581, 4.625, 1.545], [-0.816, 0.904, 5.104], [-5.106, -0.115, 2.722], [-5.628, -0.423, 1.014], [-4.558, -1.634, 1.813], [-2.197, 2.551, -0.263], [-3.226, 3.703, 0.669], [-2.001, 2.715, 1.565], [-0.689, -1.998, -0.375], [-2.400, -1.429, -0.355], [-0.599, 0.932, -0.656], [-3.195, 0.104, -1.620], [-2.194, -0.108, -3.108], [-2.261, 1.539, -2.191], [-0.109, -0.525, -2.987], [0.967, 3.191, -3.504], [1.413, 3.527, -4.899], [1.469, 2.251, -5.527], [0.634, 1.429, -4.841], [0.319, 0.333, -5.204], [0.203, 2.005, -3.694], [0.358, 3.978, -3.058], [1.804, 2.969, -2.837], [0.692, 4.153, -5.431], [2.387, 4.015, -4.920], [-0.462, 0.956, -8.114], [-1.338, 0.855, -9.330], [-2.250, 1.934, -9.155], [-1.646, 2.847, -8.343], [-2.067, 3.940, -8.130], [-0.500, 2.347, -7.808], [0.559, 0.627, -8.307], [-0.859, 0.397, -7.264], [-0.783, 1.008, -10.260], [-1.866, -0.096, -9.387], [-4.581, -1.262, -7.887], [-3.946, -2.578, -7.535], [-3.034, -2.224, -6.500], [-3.490, -1.071, -5.938], [-3.055, -0.592, -4.937], [-4.508, -0.537, -6.665], [-5.615, -1.370, -8.213], [-4.022, -0.718, -8.654], [-4.667, -3.298, -7.139], [-3.422, -3.028, -8.378], [0.912, -3.131, 5.980], [1.519, -4.433, 5.543], [0.484, -5.375, 5.820], [-0.691, -4.690, 5.823], [-1.770, -5.199, 5.855], [-0.482, -3.350, 5.783], [1.257, -2.283, 5.386], [1.092, -2.919, 7.037], [1.739, -4.455, 4.472], [2.426, -4.676, 6.096], [-5.009, -4.436, 5.642], [-6.395, -4.554, 6.208], [-7.088, -3.483, 5.574], [-6.424, -3.199, 4.420], [-6.833, -2.467, 3.571], [-5.236, -3.856, 4.360], [-4.511, -5.400, 5.550], [-4.374, -3.764, 6.225], [-6.878, -5.497, 5.939], [-6.414, -4.443, 7.292]], "forces_ev_per_angstrom": [[0.2, 0.8, 0.0], [-0.5, -0.3, 0.1], [0.0, 0.9, 2.7], [-1.0, -1.2, 0.4], [-0.8, 1.2, 0.4], [-0.6, 0.2, 0.8], [-0.8, -1.3, -0.4], [-1.6, -0.7, -0.7], [-0.6, -0.2, -0.7], [-0.1, 0.2, -1.5], [-1.1, 0.4, 0.0], [0.6, -0.2, -0.2], [1.2, 0.1, -0.3], [-0.9, -1.0, -2.3], [1.6, -2.1, -0.4], [-1.1, 0.4, -0.9], [0.0, 0.9, 0.3], [0.8, 0.0, -1.7], [1.3, 1.2, 0.5], [-0.1, 0.8, 0.6], [0.0, 1.0, 0.5], [-0.8, 0.9, 1.2], [-1.8, 0.1, -1.7], [0.2, -1.0, -1.8], [2.1, -1.6, -2.0], [1.7, -1.2, 2.0], [0.0, 2.2, 0.5], [-0.5, -1.3, -2.3], [3.1, -0.9, 0.9], [1.0, 2.1, 2.1], [-1.5, -0.5, -0.8], [-1.2, 1.3, -0.5], [0.0, 0.0, 0.1], [1.2, -0.9, 0.0], [0.0, 0.1, 1.8], [-0.2, 0.0, 0.2], [-1.3, -0.1, 0.7], [0.4, 0.2, 0.3], [-0.7, 0.1, 0.0], [0.0, 0.9, -0.8], [-0.1, 0.9, -1.3], [-0.1, 0.2, -1.2], [-1.0, -0.4, 0.6], [0.8, 0.5, 1.0], [-0.7, -0.5, 1.1], [1.4, 0.3, 0.2], [0.1, 0.8, 1.1], [-1.1, -0.6, -0.7], [0.8, 0.3, 0.9], [1.1, -0.4, -0.7], [-0.6, 1.3, -0.1], [-0.1, -1.0, 1.0], [0.8, -0.7, 1.0], [-0.4, -1.2, -0.2], [-0.8, 0.5, 0.8], [-0.4, -0.4, -1.3], [0.5, -0.4, -0.9], [1.0, -0.1, 0.9], [0.1, 1.2, 0.0], [-0.4, -0.2, 1.1], [0.3, -1.4, 0.1], [-0.6, -0.2, -1.0], [-0.4, 1.1, 0.5], [1.2, 0.5, 0.3], [-0.2, -0.9, -0.9], [1.2, 0.3, -0.3], [0.0, 0.9, 1.0], [0.0, -1.2, -0.5], [0.1, 0.2, 0.5], [0.0, 0.4, 0.6], [0.2, 0.7, -0.3], [-0.2, -0.4, 0.3], [-0.1, -0.3, -0.1], [0.1, 0.3, 0.2], [0.1, -0.1, -0.6], [-0.1, -0.2, 0.0], [0.0, 0.0, 0.0], [0.0, -0.1, 0.0], [0.0, -0.2, -0.1], [0.4, -0.6, 0.3], [0.0, -0.3, -0.5], [0.2, 0.2, 0.3], [-0.2, 0.5, 0.2], [0.2, -0.4, -0.1], [-0.5, 0.2, -0.3], [0.0, 0.2, 0.1], [0.1, 0.0, 0.0], [0.0, 0.0, 0.0], [-0.1, 0.1, 0.0], [-0.4, 0.2, -0.5], [0.0, -0.6, -0.3], [-0.1, 0.4, 0.1], [0.1, 0.2, 0.5], [-0.2, -0.2, -0.6], [0.4, -0.3, 0.2], [0.0, 0.2, 0.2], [0.0, 0.0, 0.0], [0.0, 0.1, 0.0], [0.1, 0.0, 0.2], [0.5, 0.5, -0.1], [0.6, -0.1, -0.1], [-0.5, 0.2, 0.0], [-0.4, -0.1, 0.0], [0.3, 0.1, 0.0], [-0.1, -0.6, 0.0], [-0.4, -0.5, 0.3], [0.0, 0.0, 0.0], [-0.1, 0.0, 0.0], [-0.2, -0.2, 0.0], [0.6, -0.3, 0.3], [-0.2, -0.4, 0.5], [0.3, 0.1, -0.4], [-0.1, 0.3, -0.4], [0.1, -0.2, 0.3], [-0.5, 0.2, 0.0], [0.1, 0.2, -0.2], [0.0, 0.0, -0.1], [0.0, 0.1, 0.0], [-0.1, 0.1, -0.1]], "total_charge": 0, "gap_ev": 7.741, "e_homo_ev": -8.800, "e_lumo_ev": -1.1}

---

Values of strongest force on any atom, in order: 0.0126 0.0272 0.0642, all in hartree/bohr.